Formula: C63H57BiCl2GeN11O4S2
Source: the Open Molecules 2025 dataset
Level of theory: ωB97M-V/def2-TZVPD

Properties
* HOMO (spin up / spin down): -4.68 / -3.11 eV
* LUMO (spin up / spin down): 0.06657 / 0.06667 Eh
* E_tot: -199906.12045 eV
* ΔE to the lowest compared entry with this formula, charge and spin: 115.8 kJ/mol
* gap between HOMO and LUMO (spin up / spin down): 6.49 / 4.92 eV
* net charge: -1

Each line ends with the Löwdin charge.
Cartesian coordinates (Å):
Bi (-0.817, 0.601, -0.757)  1.556
O (1.875, 6.266, 3.346)  -0.060
N (0.648, 6.341, 3.083)  -0.392
O (-0.049, 7.284, 3.509)  -0.042
C (0.034, 5.358, 2.309)  -0.120
C (-1.340, 5.480, 2.087)  0.030
C (-2.054, 4.517, 1.368)  -0.148
C (-3.452, 4.600, 1.139)  0.000
C (-4.093, 3.591, 0.486)  -0.041
C (-3.360, 2.488, 0.024)  -0.135
N (-2.052, 2.420, 0.168)  -0.026
C (-1.398, 3.385, 0.843)  -0.156
C (0.023, 3.241, 1.059)  -0.156
N (0.590, 2.117, 0.592)  -0.039
C (1.900, 1.930, 0.693)  -0.176
C (2.711, 2.864, 1.307)  -0.059
C (2.148, 4.005, 1.854)  0.014
C (0.763, 4.228, 1.763)  -0.045
H (-1.846, 6.339, 2.499)  0.110
H (-3.991, 5.466, 1.502)  0.118
H (-5.162, 3.617, 0.323)  0.107
H (-3.838, 1.652, -0.466)  0.099
H (2.285, 0.996, 0.297)  0.062
H (3.776, 2.689, 1.384)  0.089
H (2.753, 4.733, 2.367)  0.093
Cl (-1.023, 4.727, -4.549)  0.666
C (-2.121, 3.382, -4.428)  -0.583
C (-3.095, 3.224, -5.410)  -0.147
C (-3.971, 2.173, -5.370)  -0.627
Cl (-5.192, 2.022, -6.614)  0.636
C (-3.887, 1.217, -4.337)  -0.180
C (-4.727, 0.083, -4.232)  -0.027
C (-4.560, -0.803, -3.208)  -0.047
C (-3.546, -0.570, -2.265)  -0.173
N (-2.764, 0.480, -2.337)  -0.025
C (-2.898, 1.388, -3.338)  -0.137
C (-1.975, 2.516, -3.327)  -0.433
O (-1.130, 2.674, -2.404)  -0.211
H (-3.157, 3.948, -6.212)  0.099
H (-5.498, -0.067, -4.975)  0.086
H (-5.190, -1.677, -3.113)  0.107
H (-3.385, -1.215, -1.403)  0.066
C (0.573, -3.683, -2.897)  -0.234
S (-0.894, -2.901, -2.184)  0.837
O (-1.290, -3.760, -1.025)  -0.540
C (-2.006, -3.355, -3.524)  -0.397
C (-1.933, -2.679, -4.734)  -0.094
C (-2.778, -3.045, -5.768)  -0.077
C (-3.699, -4.070, -5.581)  -0.088
C (-3.783, -4.716, -4.357)  -0.079
C (-2.934, -4.358, -3.316)  -0.070
H (0.561, -4.716, -2.551)  0.065
H (1.445, -3.154, -2.517)  0.003
H (0.531, -3.640, -3.983)  0.046
H (-1.237, -1.856, -4.863)  0.114
H (-2.728, -2.523, -6.714)  0.107
H (-4.357, -4.357, -6.391)  0.100
H (-4.514, -5.501, -4.206)  0.102
H (-2.978, -4.837, -2.347)  0.105
C (0.231, -5.229, 3.080)  -0.073
C (0.518, -5.131, 1.586)  -0.226
N (0.538, -3.763, 1.095)  0.005
C (1.632, -3.042, 0.811)  -0.780
S (1.466, -1.663, -0.145)  0.608
N (2.814, -3.479, 1.304)  0.006
C (4.076, -2.788, 1.082)  -0.272
C (4.352, -1.703, 2.105)  -0.083
H (0.161, -6.274, 3.387)  0.074
H (-0.709, -4.732, 3.321)  0.057
H (1.019, -4.753, 3.667)  0.061
H (-0.259, -5.652, 1.023)  0.117
H (1.471, -5.609, 1.345)  0.109
H (-0.290, -3.448, 0.594)  0.066
H (2.762, -4.051, 2.132)  0.126
H (4.035, -2.359, 0.081)  0.079
H (4.864, -3.545, 1.092)  0.111
H (3.534, -0.982, 2.118)  0.058
H (5.275, -1.183, 1.853)  0.064
H (4.455, -2.119, 3.108)  0.068
C (1.953, 2.926, -2.859)  -0.008
C (2.171, 1.570, -3.434)  -0.350
N (1.279, 0.618, -3.508)  0.101
C (1.898, -0.439, -4.131)  -0.141
C (3.191, -0.133, -4.422)  -0.058
N (3.360, 1.164, -3.978)  -0.023
C (4.546, 1.970, -4.123)  -0.072
N (5.719, 1.316, -3.606)  -0.062
N (6.541, 0.606, -4.406)  0.051
N (7.485, 0.096, -3.709)  0.066
C (7.300, 0.470, -2.394)  -0.234
C (8.059, 0.205, -1.248)  -0.019
C (7.623, 0.757, -0.068)  -0.088
C (6.455, 1.552, -0.009)  -0.079
C (5.691, 1.810, -1.121)  0.004
C (6.153, 1.254, -2.319)  -0.166
H (0.897, 3.019, -2.604)  0.044
H (2.195, 3.710, -3.579)  0.082
H (2.551, 3.087, -1.957)  0.066
H (1.378, -1.363, -4.319)  0.072
H (3.988, -0.682, -4.891)  0.105
H (4.399, 2.888, -3.556)  0.130
H (4.737, 2.217, -5.167)  0.142
H (8.950, -0.405, -1.301)  0.110
H (8.180, 0.582, 0.843)  0.100
H (6.154, 1.969, 0.943)  0.099
H (4.787, 2.403, -1.068)  0.097
C (-2.084, -0.518, 0.639)  -0.493
Ge (-1.703, -0.375, 2.513)  0.784
C (-2.469, -2.020, 3.337)  -0.285
C (-2.991, -3.030, 2.533)  -0.124
C (-3.552, -4.175, 3.092)  -0.112
C (-3.603, -4.323, 4.470)  -0.119
C (-3.091, -3.321, 5.287)  -0.102
C (-2.531, -2.185, 4.722)  -0.114
C (0.060, -0.309, 3.437)  -0.249
C (0.618, -1.489, 3.932)  -0.124
C (1.768, -1.476, 4.710)  -0.109
C (2.404, -0.276, 4.996)  -0.112
C (1.895, 0.904, 4.477)  -0.085
C (0.738, 0.880, 3.708)  -0.123
C (-2.837, 1.028, 3.350)  -0.262
C (-2.425, 2.020, 4.238)  -0.100
C (-3.332, 2.913, 4.798)  -0.093
C (-4.680, 2.822, 4.487)  -0.109
C (-5.114, 1.835, 3.613)  -0.105
C (-4.202, 0.954, 3.051)  -0.125
H (-2.952, -2.902, 1.456)  0.070
H (-3.955, -4.950, 2.449)  0.094
H (-4.042, -5.211, 4.908)  0.091
H (-3.133, -3.427, 6.365)  0.093
H (-2.134, -1.410, 5.370)  0.105
H (0.119, -2.430, 3.740)  0.070
H (2.155, -2.403, 5.119)  0.094
H (3.292, -0.261, 5.616)  0.096
H (2.392, 1.846, 4.672)  0.103
H (0.362, 1.818, 3.322)  0.078
H (-1.384, 2.107, 4.517)  0.080
H (-2.982, 3.682, 5.475)  0.100
H (-5.388, 3.516, 4.923)  0.093
H (-6.165, 1.757, 3.361)  0.095
H (-4.551, 0.186, 2.368)  0.096